Entry 1:
DFT (wB97M-V/def2-TZVPD) results for a molecular structure, C34H40Cl5FeNO2S4 in a non-equilibrium geometry.

Output
2S+1: 5
ΔE to the lowest compared entry with this formula, charge and spin: 127.0 kJ/mol
Total energy: -181836.31894 eV
Total charge: -2
Gap between HOMO and LUMO (alpha / beta): 0.197 / 0.188 Eh

Last column: Mulliken spin population.
Positions of all 87 atoms, in Å:
Fe  -0.51  -0.28  2.50  2.260
C  -0.25  -1.47  -4.68  -0.001
C  1.04  -1.93  -3.99  -0.012
C  2.15  -0.90  -4.25  0.002
C  1.48  -3.25  -4.64  0.012
C  0.80  -2.05  -2.49  -0.045
C  0.44  -0.93  -1.77  0.133
C  0.21  -1.00  -0.40  -0.057
N  -0.09  0.02  0.43  0.356
C  -0.50  1.28  0.10  -0.011
C  0.03  2.11  -0.88  0.013
C  -0.52  3.36  -1.11  -0.041
C  -1.59  3.77  -0.33  0.050
C  -2.13  3.00  0.70  0.010
C  -1.58  1.73  0.95  0.031
O  -1.97  0.91  1.88  0.030
C  -3.28  3.51  1.56  -0.002
C  -4.44  2.52  1.46  0.001
C  -2.82  3.62  3.02  0.010
C  -3.79  4.90  1.13  0.000
C  0.08  4.23  -2.21  -0.001
C  -0.65  5.57  -2.38  0.007
C  0.00  3.49  -3.56  0.000
C  1.54  4.52  -1.87  -0.001
C  0.20  -2.28  0.27  0.088
O  -0.29  -2.34  1.45  0.156
C  0.69  -3.40  -0.45  0.032
C  0.97  -3.25  -1.80  0.068
C  0.92  -4.72  0.28  -0.014
C  1.89  -4.45  1.43  0.020
C  1.52  -5.81  -0.61  -0.001
C  -0.41  -5.24  0.85  0.005
H  -0.10  -1.37  -5.75  0.000
H  -0.58  -0.52  -4.28  0.003
H  -1.04  -2.20  -4.51  0.000
H  2.35  -0.81  -5.32  0.000
H  3.07  -1.20  -3.75  0.000
H  1.86  0.08  -3.88  -0.001
H  1.63  -3.10  -5.71  0.000
H  0.73  -4.02  -4.51  -0.003
H  2.42  -3.60  -4.22  -0.002
H  0.31  0.02  -2.27  0.028
H  0.92  1.79  -1.40  0.005
H  -2.02  4.74  -0.50  0.012
H  -4.09  1.54  1.77  -0.001
H  -4.80  2.45  0.43  -0.001
H  -5.27  2.82  2.11  0.000
H  -2.48  2.65  3.38  -0.007
H  -3.64  3.96  3.65  0.000
H  -2.00  4.32  3.11  0.000
H  -4.13  4.91  0.10  0.000
H  -3.00  5.65  1.25  0.000
H  -4.62  5.19  1.77  0.000
H  -1.69  5.43  -2.64  -0.001
H  -0.18  6.15  -3.17  0.000
H  -0.59  6.16  -1.46  -0.001
H  -1.03  3.24  -3.79  0.001
H  0.57  2.57  -3.53  -0.001
H  0.40  4.11  -4.36  0.000
H  1.60  5.06  -0.93  0.001
H  2.02  5.12  -2.65  0.000
H  2.10  3.60  -1.76  0.000
H  1.32  -4.11  -2.34  0.025
H  2.82  -4.03  1.05  -0.001
H  2.12  -5.36  1.97  0.000
H  1.45  -3.74  2.12  -0.010
H  2.48  -5.49  -1.02  0.000
H  0.86  -6.07  -1.43  0.000
H  1.69  -6.71  -0.01  0.000
H  -0.87  -4.46  1.45  0.001
H  -0.23  -6.11  1.49  0.000
H  -1.09  -5.52  0.05  -0.002
S  -0.04  1.54  4.00  0.045
S  -1.66  2.71  7.02  0.422
S  0.11  1.99  7.39  0.380
S  1.08  1.13  5.60  0.142
Cl  -1.20  -2.12  4.41  0.009
C  0.51  -2.17  4.21  -0.037
C  0.99  -1.23  3.30  -0.066
C  2.36  -1.24  3.09  -0.036
Cl  2.99  -0.10  1.96  -0.002
C  3.21  -2.13  3.73  -0.004
Cl  4.90  -2.11  3.43  -0.001
C  2.68  -3.07  4.61  -0.002
Cl  3.71  -4.21  5.38  0.000
C  1.31  -3.10  4.85  0.000
Cl  0.64  -4.29  5.90  0.000

***

Entry 2:
DFT (wB97M-V/def2-TZVPD) results for 7 unconnected molecules or ions with the total composition C34H40F18O15S in a non-equilibrium geometry.

Output
2S+1: 1
Total energy: -126367.61829 eV
Gap between HOMO and LUMO: 0.347 Eh

Last column: Mulliken charge in e.
Positions of all 108 atoms, in Å:
C  3.63  -2.38  2.10  -0.036
C  3.32  -1.55  1.28  -0.348
O  2.64  -0.81  0.38  -0.354
S  2.45  0.80  0.95  0.744
O  3.13  0.86  2.22  -0.513
O  0.85  1.03  1.14  -0.209
C  0.33  0.24  2.26  -0.639
C  -1.09  -0.23  2.03  0.772
C  -2.20  0.63  1.94  -0.727
C  -3.47  0.10  1.76  -0.453
C  -3.72  -1.31  1.67  -0.812
C  -2.60  -2.15  1.74  0.563
C  -2.71  -3.67  1.62  -1.500
C  -1.32  -1.61  1.92  -0.400
H  3.99  -3.26  2.60  0.484
H  0.35  0.89  3.15  0.290
H  0.96  -0.65  2.42  0.366
H  -2.04  1.71  2.00  0.422
H  -4.31  0.79  1.69  0.384
H  -4.72  -1.71  1.53  0.529
H  -2.12  -3.96  0.73  0.459
H  -3.76  -3.98  1.54  0.261
H  -2.21  -4.15  2.48  0.340
H  -0.45  -2.28  1.97  0.332
C  4.42  3.96  3.00  -1.095
C  3.13  4.57  3.50  -0.183
O  3.15  6.01  3.42  -0.322
C  2.98  6.53  2.22  0.323
O  2.82  5.91  1.20  -0.507
C  3.00  8.06  2.30  0.911
F  4.05  8.51  3.00  -0.249
F  1.89  8.52  2.90  -0.257
F  3.06  8.62  1.09  -0.237
H  5.28  4.38  3.53  0.365
H  4.41  2.88  3.12  0.325
H  4.58  4.18  1.94  0.298
H  2.99  4.32  4.55  0.337
H  2.26  4.18  2.96  0.294
C  3.41  -0.54  -2.26  -0.710
C  2.79  -0.88  -3.60  -0.015
O  3.78  -0.98  -4.64  -0.375
C  4.51  -2.09  -4.65  0.338
O  4.41  -2.99  -3.88  -0.521
C  5.50  -2.06  -5.82  0.901
F  6.17  -0.90  -5.88  -0.246
F  4.86  -2.20  -6.99  -0.252
F  6.39  -3.04  -5.73  -0.244
H  4.01  0.37  -2.34  0.357
H  2.65  -0.40  -1.50  0.087
H  4.09  -1.34  -1.93  0.351
H  2.12  -0.08  -3.89  0.068
H  2.19  -1.79  -3.55  0.364
C  -8.08  -3.29  4.56  -0.845
C  -7.17  -3.62  5.73  -0.281
O  -6.43  -4.83  5.50  -0.342
C  -5.41  -4.75  4.65  0.384
O  -5.06  -3.76  4.08  -0.492
C  -4.71  -6.11  4.53  0.879
F  -5.59  -7.10  4.31  -0.261
F  -4.04  -6.40  5.66  -0.271
F  -3.83  -6.12  3.53  -0.209
H  -8.75  -4.13  4.36  0.325
H  -8.68  -2.41  4.78  0.391
H  -7.51  -3.11  3.65  0.087
H  -7.76  -3.79  6.62  0.317
H  -6.48  -2.80  5.94  0.319
C  -0.80  2.65  -8.35  -1.119
C  0.39  2.41  -7.44  -0.204
O  -0.03  2.14  -6.09  -0.302
C  -0.52  0.93  -5.86  0.364
O  -0.64  0.06  -6.67  -0.512
C  -0.89  0.78  -4.38  0.861
F  -1.63  1.81  -3.94  -0.254
F  0.21  0.72  -3.61  -0.264
F  -1.59  -0.33  -4.15  -0.247
H  -1.42  3.46  -7.96  0.301
H  -0.46  2.92  -9.35  0.373
H  -1.43  1.77  -8.43  0.327
H  1.01  3.30  -7.39  0.329
H  1.02  1.59  -7.81  0.309
C  -7.59  1.54  -2.49  -1.108
C  -8.32  1.79  -1.19  -0.208
O  -8.73  0.56  -0.57  -0.347
C  -7.78  -0.13  0.04  0.324
O  -6.63  0.18  0.12  -0.474
C  -8.36  -1.40  0.68  0.960
F  -9.13  -2.08  -0.19  -0.272
F  -9.13  -1.10  1.74  -0.277
F  -7.40  -2.23  1.10  -0.230
H  -8.20  0.94  -3.16  0.311
H  -7.34  2.49  -2.97  0.374
H  -6.66  1.00  -2.32  0.306
H  -9.24  2.35  -1.38  0.315
H  -7.72  2.38  -0.49  0.313
C  8.38  0.26  -1.33  -1.060
C  8.46  -1.02  -0.52  -0.155
O  8.98  -0.79  0.80  -0.323
C  8.15  -0.23  1.67  0.298
O  7.02  0.09  1.44  -0.447
C  8.83  -0.07  3.03  0.912
F  10.04  0.49  2.92  -0.254
F  9.00  -1.27  3.62  -0.270
F  8.10  0.68  3.85  -0.224
H  9.36  0.74  -1.37  0.332
H  8.05  0.05  -2.34  0.355
H  7.69  0.97  -0.88  0.248
H  9.15  -1.72  -1.00  0.302
H  7.49  -1.52  -0.46  0.279

***

Entry 3:
DFT (wB97M-V/def2-TZVPD) results for a molecular structure, C34H40F4IN3OPSTeTi.

Output
2S+1: 3
ΔE to the lowest compared entry with this formula, charge and spin: 100.9 kJ/mol
Total energy: -111928.92628 eV
Total charge: -1
Gap between HOMO and LUMO (alpha / beta): 0.188 / 0.265 Eh

Last column: Mulliken spin population.
Positions of all 87 atoms, in Å:
Ti  0.07  0.63  0.38  1.334
C  1.56  -3.25  -1.34  0.002
N  1.59  -3.09  0.10  -0.006
C  1.23  -4.30  0.79  0.003
C  2.81  -2.46  0.59  0.002
C  2.56  -1.05  1.11  0.023
N  2.04  -0.15  0.07  -0.033
C  2.81  0.10  -1.01  -0.039
C  2.18  0.50  -2.22  0.043
F  0.83  0.55  -2.23  0.021
C  2.86  0.80  -3.37  0.006
F  2.16  1.17  -4.46  0.000
C  4.24  0.73  -3.44  0.002
C  4.89  0.33  -2.29  0.000
F  6.23  0.25  -2.29  0.000
C  4.22  0.03  -1.12  0.001
F  4.97  -0.29  -0.05  0.000
H  2.29  -4.00  -1.70  0.000
H  1.77  -2.30  -1.83  0.001
H  0.56  -3.57  -1.65  0.001
H  1.95  -5.13  0.62  0.000
H  0.25  -4.63  0.46  -0.001
H  1.17  -4.11  1.87  0.000
H  3.57  -2.43  -0.20  -0.001
H  3.25  -3.05  1.40  0.002
H  3.46  -0.67  1.60  0.004
H  1.79  -1.12  1.88  -0.017
H  4.78  0.97  -4.35  0.000
I  0.21  2.09  2.88  0.008
C  -0.24  0.35  4.01  -0.011
C  -0.16  0.43  5.36  -0.005
C  -0.52  -0.69  6.14  0.000
C  -0.98  -1.82  5.52  0.001
C  -1.08  -1.90  4.11  0.001
C  -1.59  -3.06  3.48  0.006
C  -1.67  -3.12  2.12  0.002
C  -1.21  -2.04  1.33  -0.099
C  -0.70  -0.87  1.86  0.116
C  -0.67  -0.80  3.29  -0.012
H  0.17  1.35  5.84  0.000
H  -0.45  -0.64  7.22  0.000
H  -1.28  -2.68  6.11  0.000
H  -1.91  -3.89  4.10  0.001
H  -2.08  -4.00  1.64  -0.001
H  -1.25  -2.16  0.25  -0.043
C  3.86  3.08  0.36  0.011
C  2.65  4.00  0.51  -0.007
P  1.20  3.35  -0.42  0.023
C  1.61  3.85  -2.15  0.037
C  1.73  5.34  -2.47  -0.001
C  -0.15  4.54  0.04  0.024
C  0.24  5.89  0.64  0.000
H  4.71  3.44  0.94  0.000
H  4.18  2.99  -0.68  -0.001
H  3.62  2.07  0.71  0.000
H  2.90  5.02  0.22  0.001
H  2.36  4.05  1.57  -0.003
H  0.84  3.39  -2.77  0.000
H  2.54  3.33  -2.40  0.003
H  0.79  5.86  -2.29  0.001
H  1.99  5.49  -3.52  0.000
H  2.50  5.82  -1.87  0.001
H  -0.82  4.00  0.71  0.002
H  -0.74  4.68  -0.87  -0.016
H  0.74  5.76  1.60  0.000
H  -0.65  6.50  0.81  0.000
H  0.91  6.45  -0.01  0.000
C  -3.33  -3.14  -2.67  0.007
Te  -2.32  -1.23  -2.49  0.005
C  -3.85  -0.81  -1.06  0.013
C  -4.94  -1.82  -1.29  0.002
C  -6.21  -1.64  -0.73  -0.001
C  -7.21  -2.57  -0.93  0.000
C  -6.96  -3.70  -1.70  0.001
C  -5.71  -3.88  -2.26  0.002
C  -4.69  -2.95  -2.07  -0.006
H  -2.77  -3.91  -2.14  0.000
H  -3.40  -3.43  -3.72  0.002
H  -4.18  0.22  -1.20  -0.002
H  -3.43  -0.90  -0.06  0.001
H  -6.40  -0.75  -0.14  0.000
H  -8.19  -2.42  -0.49  0.000
H  -7.74  -4.43  -1.87  0.000
H  -5.51  -4.76  -2.87  0.000
O  -3.38  2.67  -1.52  0.198
S  -2.00  2.11  -1.65  0.437
N  -1.46  1.43  -0.37  -0.047

***

> Which value of 2S+1 does entry 2 give?

1